# 1
{"formula": "C22H24BrF32NO10P2Si", "method": "ωB97M-V/def2-TZVPD", "elements": ["N", "P", "O", "O", "Si", "C", "C", "O", "Br", "P", "O", "O", "O", "H", "H", "H", "H", "H", "H", "H", "H", "C", "C", "C", "F", "F", "F", "F", "O", "C", "C", "F", "F", "F", "F", "H", "H", "H", "H", "C", "C", "C", "F", "F", "F", "F", "O", "C", "C", "F", "F", "F", "F", "H", "H", "H", "H", "C", "C", "C", "F", "F", "F", "F", "O", "C", "C", "F", "F", "F", "F", "H", "H", "H", "H", "C", "C", "C", "F", "F", "F", "F", "O", "C", "C", "F", "F", "F", "F", "H", "H", "H", "H"], "xyz": [[-0.29961, 2.73163, 1.42153], [0.40301, 1.76321, 0.32000], [-0.32358, 2.22248, -1.22007], [0.01212, 0.12897, 0.81480], [2.55297, 2.22300, 0.39893], [2.85407, 3.81098, -0.63229], [2.58884, 3.66083, -2.21462], [2.36141, 2.58079, -2.85250], [2.67506, 5.35649, -3.30616], [3.89220, 0.57212, -0.17509], [5.03237, 0.54040, 0.90926], [4.70004, 0.80960, -1.68782], [3.17772, -0.98617, -0.17624], [-0.78260, 2.13355, 2.13748], [0.03044, 1.64754, -1.94861], [0.06170, -0.45742, 0.00416], [2.86433, 2.55601, 1.80589], [2.10280, 4.61726, -0.24684], [3.93668, 4.19581, -0.46750], [4.64181, 1.78861, -1.83496], [2.29004, -1.00154, 0.26274], [-5.68995, 0.49829, -1.71460], [-5.97115, -0.60605, -0.67719], [-5.94456, -0.15831, 0.78315], [-4.74777, 0.34092, 1.15314], [-6.18601, -1.21264, 1.60559], [-5.11983, -1.64098, -0.89266], [-7.22192, -1.09333, -0.94274], [-4.34651, 0.59165, -2.21512], [-3.42779, 1.32508, -1.42087], [-2.30785, 0.44910, -0.84894], [-2.79452, -0.57262, -0.10764], [-1.49251, 1.16942, -0.02636], [-4.10320, 2.00813, -0.47337], [-2.89673, 2.25963, -2.24546], [-6.28254, 0.24262, -2.59984], [-6.07376, 1.47364, -1.40107], [-6.71082, 0.59750, 0.97956], [-1.69667, 0.02082, -1.64790], [-9.95436, -2.94826, -2.31546], [-11.28547, -3.46182, -1.73298], [-11.62432, -4.91819, -2.04617], [-11.73449, -5.15475, -3.36914], [-12.82287, -5.25309, -1.50038], [-12.28546, -2.62905, -2.11829], [-11.20059, -3.33514, -0.37363], [-10.02874, -2.21773, -3.55063], [-10.06915, -2.99119, -4.73959], [-11.39230, -2.84777, -5.49647], [-12.45355, -3.18896, -4.72925], [-11.42153, -3.66308, -6.58181], [-9.75959, -4.27277, -4.44832], [-9.05404, -2.52931, -5.51194], [-9.57023, -2.21440, -1.59862], [-9.18473, -3.72508, -2.34948], [-10.87152, -5.59706, -1.63457], [-11.54132, -1.81969, -5.83560], [8.69486, 3.22189, -0.22320], [9.40897, 3.22415, 1.14208], [8.51337, 2.97382, 2.35438], [7.54696, 3.90562, 2.48936], [9.24406, 3.01703, 3.49920], [10.10563, 4.38188, 1.27322], [10.34689, 2.22972, 1.10271], [8.33025, 4.50171, -0.76851], [7.10943, 5.05647, -0.30877], [7.30607, 6.34520, 0.49399], [8.11708, 6.15815, 1.56011], [6.12219, 6.79779, 0.98275], [6.41652, 4.11056, 0.36345], [6.38490, 5.32419, -1.42491], [9.41790, 2.82599, -0.94463], [7.86030, 2.51500, -0.25650], [8.03977, 1.98894, 2.30030], [7.74432, 7.13111, -0.12605], [3.63312, -3.57206, 2.99568], [3.71822, -2.15457, 3.59401], [4.94126, -1.33807, 3.18195], [6.10321, -1.91897, 3.54961], [4.92110, -0.11859, 3.78166], [3.61277, -2.24009, 4.94494], [2.60285, -1.47766, 3.17668], [4.09771, -4.65392, 3.81913], [5.49438, -4.90409, 3.80298], [6.16044, -4.64006, 5.15611], [5.95931, -3.37094, 5.58006], [7.50500, -4.81312, 5.07739], [6.05894, -4.21444, 2.78905], [5.62820, -6.21527, 3.48135], [2.56622, -3.78309, 2.86312], [4.04990, -3.62454, 1.98542], [4.96238, -1.17487, 2.10120], [5.77209, -5.31454, 5.92322]], "lowdin_charge": [-0.198, 0.576, -0.225, -0.235, 0.563, -0.295, -0.727, -0.073, 0.646, 0.563, -0.399, -0.207, -0.217, 0.013, 0.075, 0.077, 0.012, 0.119, 0.088, 0.044, 0.044, -0.041, -0.430, -0.294, 0.092, 0.094, 0.126, 0.097, 0.037, -0.480, -0.237, 0.109, -0.160, 0.139, 0.147, 0.151, 0.147, 0.176, 0.177, -0.046, -0.432, -0.296, 0.089, 0.092, 0.126, 0.104, 0.031, -0.494, -0.272, 0.092, 0.096, 0.129, 0.139, 0.136, 0.146, 0.175, 0.176, -0.039, -0.430, -0.291, 0.087, 0.094, 0.124, 0.106, 0.034, -0.494, -0.269, 0.097, 0.093, 0.113, 0.126, 0.151, 0.142, 0.177, 0.177, -0.046, -0.426, -0.316, 0.088, 0.087, 0.124, 0.092, 0.031, -0.494, -0.272, 0.093, 0.095, 0.131, 0.139, 0.147, 0.144, 0.124, 0.175], "energy_ev": -228622.633, "e_homo_ha": -0.341, "orbital_gap_ev": 8.50}


# 2
{"formula": "C22H24Cl36N3O2", "method": "ωB97M-V/def2-TZVPD", "elements": ["C", "C", "O", "C", "C", "O", "N", "C", "C", "C", "C", "N", "C", "C", "C", "C", "N", "C", "H", "H", "H", "H", "H", "H", "H", "H", "H", "H", "H", "H", "H", "H", "H", "H", "H", "H", "H", "H", "H", "H", "H", "H", "C", "Cl", "Cl", "Cl", "Cl", "C", "Cl", "Cl", "Cl", "Cl", "C", "Cl", "Cl", "Cl", "Cl", "C", "Cl", "Cl", "Cl", "Cl", "C", "Cl", "Cl", "Cl", "Cl", "C", "Cl", "Cl", "Cl", "Cl", "C", "Cl", "Cl", "Cl", "Cl", "C", "Cl", "Cl", "Cl", "Cl", "C", "Cl", "Cl", "Cl", "Cl"], "xyz": [[2.19990, -3.87667, 1.70810], [0.71769, -3.15770, 1.42101], [0.82667, -2.22208, 0.29093], [-0.53297, -1.79008, -0.17535], [-0.81640, -0.24421, 0.40398], [-2.20246, 0.13378, 0.47148], [-2.83990, 0.04477, 1.61815], [-2.41696, -0.98567, 2.62397], [-1.45025, -0.46266, 3.84029], [-3.05835, 1.44512, 2.16880], [-1.77341, 2.44344, 2.15414], [-1.82889, 3.52250, 3.25623], [-4.26358, -0.40907, 1.20156], [-4.45127, -1.26977, -0.22133], [-6.04764, -1.65105, -0.47353], [-7.29818, -1.22994, 0.47710], [-7.05243, -0.46577, 1.73025], [-5.63292, -0.12813, 2.02927], [2.88692, -3.09209, 2.27985], [2.06139, -4.81172, 2.42109], [2.76360, -4.16729, 0.71947], [-0.09400, -3.97418, 1.21171], [0.49670, -2.50928, 2.39573], [-0.42179, -1.70881, -1.36122], [-1.37790, -2.54590, 0.11421], [-0.15299, -0.00642, 1.36450], [-0.32107, 0.44440, -0.44103], [-3.41970, -1.32987, 3.17993], [-2.01646, -2.00924, 2.15793], [-0.41686, -0.02882, 3.51913], [-1.23490, -1.41603, 4.52524], [-2.09295, 0.26384, 4.50774], [-3.49714, 1.41902, 3.26177], [-3.87259, 1.94436, 1.45161], [-1.57432, 2.99068, 1.13756], [-0.77879, 1.82918, 2.39658], [-2.81208, 3.87288, 3.30945], [-1.48922, 3.13681, 4.16598], [-3.57128, -1.58950, -0.92035], [-6.30272, -2.29257, -1.44241], [-8.41659, -1.51780, 0.19956], [-5.48320, 0.45016, 3.06577], [-2.91658, -5.63782, -0.98319], [-1.52938, -5.88031, 0.10844], [-2.42241, -5.98870, -2.65863], [-4.24094, -6.73304, -0.51283], [-3.47363, -3.94926, -0.86956], [6.08342, -1.88460, 1.22534], [6.09771, -1.99656, 3.00355], [6.91268, -0.39167, 0.71749], [6.92435, -3.29546, 0.53472], [4.39891, -1.85489, 0.64568], [10.88338, -0.95003, 1.01769], [12.55579, -1.26412, 1.54606], [9.78059, -1.11466, 2.40735], [10.76854, 0.70222, 0.36078], [10.42876, -2.12351, -0.24355], [1.88345, 1.89737, 4.71241], [1.40696, 1.92014, 2.99566], [3.08216, 3.18072, 5.01322], [0.44801, 2.17483, 5.73084], [2.59648, 0.31368, 5.10987], [-1.41656, 1.06996, -3.89083], [-2.58900, 0.94580, -5.22677], [-0.67249, 2.68880, -3.90205], [-2.25433, 0.81208, -2.33960], [-0.15055, -0.16699, -4.09487], [0.38342, 4.31621, -7.80422], [1.65176, 3.73294, -8.91142], [1.13654, 5.18584, -6.44372], [-0.70964, 5.41703, -8.68062], [-0.54503, 2.92897, -7.18131], [-9.81661, -0.17128, -2.77090], [-8.91880, 0.66102, -4.06550], [-10.98602, 0.95644, -2.03935], [-10.68630, -1.56798, -3.45465], [-8.67521, -0.73471, -1.52422], [2.01402, 4.80214, -1.63125], [1.53753, 4.82492, -3.34800], [3.21273, 6.08550, -1.33044], [0.57858, 5.07961, -0.61282], [2.72705, 3.21846, -1.23380], [10.71402, 1.94848, -3.42395], [9.34959, 3.05511, -3.12644], [12.24263, 2.76632, -3.01296], [10.52901, 0.49259, -2.41359], [10.73466, 1.47983, -5.14279]], "lowdin_charge": [-0.123, -0.240, -0.223, -0.134, -0.129, -0.198, -0.287, -0.129, -0.085, -0.093, -0.235, -0.012, -0.065, 0.003, -0.051, -0.209, 0.023, -0.041, 0.034, 0.094, 0.075, 0.059, 0.124, 0.129, 0.067, 0.119, 0.137, 0.162, 0.156, 0.030, 0.122, 0.092, 0.142, 0.172, 0.131, 0.005, 0.079, 0.012, 0.028, 0.098, 0.028, 0.123, -1.972, 0.549, 0.540, 0.541, 0.574, -1.985, 0.508, 0.500, 0.518, 0.550, -1.982, 0.531, 0.494, 0.466, 0.499, -1.971, 0.574, 0.554, 0.551, 0.529, -1.968, 0.525, 0.477, 0.582, 0.537, -1.992, 0.527, 0.488, 0.527, 0.478, -1.958, 0.525, 0.536, 0.532, 0.630, -1.997, 0.451, 0.534, 0.504, 0.505, -1.996, 0.508, 0.520, 0.449, 0.515], "energy_ev": -482551.657, "e_homo_ha": -0.432, "orbital_gap_ev": 8.20, "total_charge": 1}


# 3
{"formula": "C22H24ClN5O2ReS2", "method": "ωB97M-V/def2-TZVPD", "elements": ["Re", "Cl", "C", "C", "C", "C", "O", "C", "C", "N", "C", "C", "C", "C", "C", "C", "C", "C", "N", "C", "C", "H", "H", "H", "H", "H", "H", "H", "H", "H", "H", "C", "C", "N", "C", "C", "S", "C", "C", "N", "H", "H", "H", "H", "H", "H", "H", "H", "H", "H", "H", "H", "H", "H", "O", "S", "N"], "xyz": [[0.47050, 0.26670, -0.20280], [4.90490, -2.53900, 4.78350], [3.73070, -1.67540, 3.89880], [3.41390, -0.34940, 4.25730], [2.47350, 0.35100, 3.55930], [1.82240, -0.19920, 2.42040], [0.97680, 0.50370, 1.77310], [2.11940, -1.57260, 2.08710], [1.35360, -2.29310, 1.12710], [0.49930, -1.82020, 0.26630], [-0.23540, -2.75540, -0.48180], [0.34670, -3.86950, -1.04970], [-0.43270, -4.83820, -1.69310], [-1.79510, -4.71420, -1.74130], [-2.42990, -3.59300, -1.16870], [-3.82990, -3.41770, -1.16400], [-4.36490, -2.29340, -0.59370], [-3.49430, -1.33910, -0.04400], [-2.18750, -1.45630, -0.04230], [-1.64240, -2.57550, -0.56410], [3.06220, -2.27930, 2.84800], [3.92450, 0.10970, 5.08930], [2.22760, 1.36600, 3.82620], [1.45820, -3.37610, 1.18630], [1.41900, -3.98950, -1.01360], [0.05490, -5.69300, -2.13400], [-2.40670, -5.46640, -2.21470], [-4.45770, -4.17740, -1.60410], [-5.42960, -2.12830, -0.56730], [-3.91540, -0.45120, 0.41180], [3.27180, -3.31150, 2.60980], [-1.63960, 0.67200, -2.44430], [-2.12690, 1.67000, -1.38580], [-1.52380, 1.38890, -0.06800], [-1.39590, 2.59500, 0.75990], [-0.34010, 3.55440, 0.20390], [1.09130, 2.68670, -0.55300], [0.76310, 2.78830, -2.37070], [0.65070, 1.42620, -3.05740], [-0.18310, 0.43270, -2.34220], [-1.90150, 1.04620, -3.44050], [-2.14280, -0.28550, -2.29840], [-3.22150, 1.63530, -1.34400], [-1.85740, 2.68200, -1.68470], [-2.11040, 0.71720, 0.42400], [-1.10480, 2.27370, 1.76300], [-2.35300, 3.12790, 0.83620], [0.08400, 4.14420, 1.01530], [-0.73700, 4.25180, -0.53160], [1.62100, 3.31490, -2.79030], [-0.11510, 3.40820, -2.53430], [1.64810, 0.98730, -3.14790], [0.25680, 1.58980, -4.06740], [-0.00190, -0.45650, -2.81120], [3.87520, 0.79020, 0.88700], [3.75330, 0.11770, -0.39200], [2.30340, -0.14660, -0.75660]], "mulliken_spin": [0.986, -0.017, -0.067, 0.032, -0.030, 0.007, -0.081, -0.026, 0.015, -0.060, 0.019, -0.010, 0.006, -0.010, -0.004, -0.002, 0.006, 0.012, 0.043, -0.023, 0.024, 0.001, 0.001, -0.005, -0.001, 0.000, 0.000, 0.000, 0.000, 0.002, 0.000, 0.016, -0.004, 0.035, 0.007, 0.008, -0.012, 0.001, 0.008, 0.006, 0.001, -0.004, -0.001, 0.000, 0.023, 0.001, -0.002, 0.000, 0.000, -0.001, 0.001, 0.001, 0.001, 0.009, 0.079, 0.071, -0.060], "energy_ev": -71057.707, "e_homo_ha": [-0.490, -0.502], "orbital_gap_ev": [4.88, 5.93], "multiplicity": 2, "s_squared": 0.97, "total_charge": 2}